# 1
Here is a molecular structure, C16H12AuClN2O8P2 from OMol25. Energies are from ωB97M-V with the def2-TZVPD basis set.

Results
E_LUMO (spin up / spin down) (eV): -2.91 / -2.65
Energy (eV): -70943.4159

CARTESIAN COORDINATES (ANGSTROEM)
Au: -0.105 -0.099 -0.138
Cl: 5.595 4.390 -1.477
C: 4.473 3.117 -1.178
C: 4.972 1.825 -0.930
C: 4.104 0.809 -0.692
C: 2.680 0.982 -0.699
O: 1.984 -0.064 -0.579
C: 2.185 2.327 -0.895
C: 0.829 2.714 -0.834
N: -0.216 1.981 -0.571
C: -1.497 2.452 -0.477
C: -1.845 3.802 -0.387
C: -3.168 4.195 -0.357
C: -4.196 3.260 -0.472
C: -3.911 1.911 -0.486
C: -4.895 0.870 -0.684
C: -4.582 -0.403 -0.430
C: -3.248 -0.717 0.175
N: -2.234 0.210 -0.213
C: -2.546 1.477 -0.383
C: 3.128 3.357 -1.152
H: 6.037 1.658 -0.933
H: 4.456 -0.189 -0.487
H: 0.664 3.768 -1.065
H: -1.074 4.553 -0.322
H: -3.407 5.243 -0.262
H: -5.223 3.589 -0.544
H: -5.863 1.135 -1.085
H: -5.247 -1.233 -0.603
H: -3.359 -0.627 1.279
H: 2.767 4.362 -1.313
O: -2.568 -0.077 3.135
P: -1.144 -0.851 3.050
O: -0.767 -1.388 4.351
O: -0.232 -0.064 2.181
O: -1.702 -2.198 2.108
P: -1.560 -2.603 0.628
O: -1.836 -4.144 0.572
O: -2.862 -2.038 -0.116
O: -0.282 -2.298 -0.076
H: -2.937 -0.276 3.994
H: -1.082 -4.589 0.185

Löwdin atomic charge list, values in e, 6 entries: 1.31 0.68 -0.68 -0.09 0.01 -0.34

=====

# 2
Here is a single C6H12O molecule from OMol25. Energies are from ωB97M-V with the def2-TZVPD basis set.

Results
E_LUMO (eV): 0.94
Energy (eV): -8462.1504
Relative energy (zero: lowest compared OMol25 entry of this formula, charge and spin) (kJ/mol): 212.61
SMILES: CCC[C@H]1C[C@H]1O

CARTESIAN COORDINATES (ANGSTROEM)
C: 1.807 -1.951 0.677
C: 0.842 -0.799 0.902
C: 0.463 -0.071 -0.380
C: -0.382 1.138 -0.042
C: -0.892 1.991 -1.136
C: -1.852 0.990 -0.218
O: -2.476 -0.245 -0.499
H: 1.371 -2.703 0.009
H: 2.733 -1.593 0.213
H: 2.066 -2.438 1.622
H: 1.278 -0.055 1.579
H: -0.077 -1.151 1.394
H: -0.023 -0.767 -1.085
H: 1.358 0.296 -0.891
H: 0.075 1.862 0.605
H: -0.486 1.860 -2.133
H: -1.156 3.024 -0.862
H: -2.578 1.615 0.289
H: -2.071 -1.003 -0.045

Löwdin atomic charge list, values in e, 6 entries: -0.12 -0.27 -0.19 -0.33 -0.04 -0.24

=====

# 3
Here is a single C7H8 molecule from OMol25. Energies are from ωB97M-V with the def2-TZVPD basis set.

Results
E_LUMO (eV): 0.50
Energy (eV): -7384.5141
Relative energy (zero: lowest compared OMol25 entry of this formula, charge and spin) (kJ/mol): 408.42
SMILES: C#CC(=C)/C=C/C

CARTESIAN COORDINATES (ANGSTROEM)
C: -2.193 1.131 -0.783
C: -1.283 0.335 -0.867
C: -0.120 -0.460 -1.250
C: 0.340 -0.454 -2.512
C: 0.662 -0.728 -0.073
C: 0.039 -0.391 1.103
C: 0.791 0.178 2.264
H: -2.945 1.873 -0.644
H: -0.324 -0.207 -3.335
H: 1.341 -0.797 -2.751
H: 1.744 -0.775 -0.157
H: -0.975 -0.721 1.324
H: 0.091 0.681 2.939
H: 1.321 -0.591 2.829
H: 1.510 0.926 1.912

Löwdin atomic charge list, values in e, 6 entries: 0.13 -0.13 -0.35 0.07 -0.09 -0.15

=====

# 4
Here is a gas-phase ion, C2H2FO3S (charge -1) from OMol25. Energies are from ωB97M-V with the def2-TZVPD basis set.

Results
E_LUMO (eV): 3.99
Energy (eV): -21802.2245
Net charge: -1
Relative energy (zero: lowest compared OMol25 entry of this formula, charge and spin) (kJ/mol): 62.71

CARTESIAN COORDINATES (ANGSTROEM)
C: -0.823 0.314 -0.794
C: 0.335 0.559 -0.291
O: -1.367 -2.919 0.025
O: -1.899 -0.052 -0.234
O: -3.065 -1.662 1.435
F: -0.999 0.663 -2.178
S: -1.734 -1.724 0.859
H: 1.266 1.036 -0.898
H: 0.539 0.424 0.763

Löwdin atomic charge list, values in e, 6 entries: -0.64 -0.02 -0.51 -0.20 -0.49 -0.05

=====

# 5
Here is a gas-phase ion, C6H8ClN4 (charge +1) from OMol25. Energies are from ωB97M-V with the def2-TZVPD basis set.

Results
E_LUMO (spin up / spin down) (eV): -5.60 / -5.59
Energy (eV): -24820.4966
Net charge: +1
Relative energy (zero: lowest compared OMol25 entry of this formula, charge and spin) (kJ/mol): 488.33

CARTESIAN COORDINATES (ANGSTROEM)
C: 0.605 2.524 -1.131
C: 1.838 -1.679 0.350
C: 0.516 -1.590 0.530
C: 1.531 0.617 -1.105
C: -0.217 -2.645 1.287
C: -1.561 1.922 -0.093
N: 1.766 1.917 -1.341
N: -0.309 -0.706 -0.142
N: -0.349 1.701 -0.720
N: 0.218 0.408 -0.775
Cl: 3.367 -2.025 0.575
H: 0.524 3.539 -1.053
H: -0.234 -2.569 2.335
H: -1.187 -2.514 0.986
H: 0.217 -3.646 0.987
H: -1.686 2.964 -0.125
H: -2.421 1.683 -0.661
H: -1.624 1.388 0.786
H: -0.993 -1.289 -0.689

Löwdin atomic charge list, values in e, 6 entries: -0.08 -0.44 -0.36 -0.03 0.02 0.00

=====

# 6
Here is a gas-phase ion, C3H7N2O2 (charge +1) from OMol25. Energies are from ωB97M-V with the def2-TZVPD basis set.

Results
E_LUMO (eV): -3.83
Energy (eV): -10291.0147
Net charge: +1
Relative energy (zero: lowest compared OMol25 entry of this formula, charge and spin) (kJ/mol): 173.30
SMILES: CC(=O)O/[NH+]=C/N

CARTESIAN COORDINATES (ANGSTROEM)
C: -1.396 -0.554 -2.281
C: -0.240 0.122 -1.651
O: 0.745 0.639 -1.962
O: -0.484 -0.175 -0.202
N: 0.351 0.395 0.655
C: 0.475 -0.074 1.875
N: 1.355 0.344 2.772
H: -0.972 -1.465 -2.947
H: -1.723 0.085 -3.058
H: -2.159 -0.809 -1.581
H: 0.831 1.246 0.211
H: -0.117 -0.929 1.912
H: 1.622 -0.082 3.633
H: 1.713 1.256 2.625

Löwdin atomic charge list, values in e, 6 entries: 0.04 -0.41 0.21 -0.03 0.04 -0.06

=====

# 7
Here is 6 unconnected molecules or ions with the total composition C5H24N2O6 from OMol25. Energies are from ωB97M-V with the def2-TZVPD basis set.

Results
E_LUMO (eV): 0.04
Energy (eV): -20838.9255
Relative energy (zero: lowest compared OMol25 entry of this formula, charge and spin) (kJ/mol): 162.29
SMILES: C[C@@H](CCO)NCN.O.O.O.O.O

CARTESIAN COORDINATES (ANGSTROEM)
C: 2.885 0.234 -1.073
C: 1.963 0.499 0.170
C: 1.232 1.792 -0.082
C: 0.305 2.348 1.025
O: -0.957 2.689 0.482
N: 1.043 -0.655 0.341
C: 1.459 -1.633 1.372
N: 0.211 -2.028 2.076
H: 3.327 -0.768 -0.954
H: 2.283 0.231 -1.979
H: 3.722 0.916 -0.981
H: 2.664 0.527 1.005
H: 1.893 2.579 -0.468
H: 0.635 1.691 -1.004
H: 0.728 3.323 1.305
H: 0.222 1.768 1.948
H: -1.604 1.991 0.642
H: 0.832 -1.061 -0.563
H: 1.936 -2.589 1.131
H: 2.117 -1.037 2.009
H: 0.405 -2.599 2.891
H: -0.196 -1.153 2.385
O: -1.862 -2.003 -0.123
H: -2.186 -2.897 0.024
H: -0.990 -1.874 0.280
O: -1.655 0.307 1.524
H: -0.802 0.049 1.101
H: -2.123 -0.508 1.262
O: -3.239 -0.097 -1.397
H: -2.354 -0.250 -1.040
H: -3.702 -0.867 -1.061
O: -2.415 2.426 -2.108
H: -1.884 3.031 -1.591
H: -2.608 1.578 -1.679
O: -0.377 -1.725 -2.552
H: 0.170 -2.507 -2.451
H: -1.079 -1.729 -1.864

Löwdin atomic charge list, values in e, 6 entries: -0.05 -0.39 -0.14 -0.24 -0.09 -0.03

=====

# 8
Here is a gas-phase ion, C9H8FN2O2 (charge -1) from OMol25. Energies are from ωB97M-V with the def2-TZVPD basis set.

Results
E_LUMO (spin up / spin down) (eV): 3.36 / 2.82
Energy (eV): -19252.8813
Net charge: -1
Relative energy (zero: lowest compared OMol25 entry of this formula, charge and spin) (kJ/mol): 240.51

CARTESIAN COORDINATES (ANGSTROEM)
C: 2.543 0.976 -0.164
C: 2.036 -0.363 -0.389
C: 1.639 1.991 0.091
C: 0.645 -0.556 -0.312
C: 0.219 1.807 0.147
C: -0.276 0.434 -0.072
C: -3.987 0.457 -0.260
C: -0.559 2.922 0.359
C: -1.923 -1.415 0.333
N: -1.635 0.055 -0.082
N: -2.560 0.746 -0.615
O: -4.684 -0.005 -1.141
O: -4.174 0.796 0.906
F: -0.064 4.137 0.659
H: 3.591 1.063 -0.099
H: 2.634 -1.106 -0.709
H: 2.044 3.054 0.052
H: 0.128 -1.574 -0.568
H: -1.703 2.760 0.229
H: -3.017 -1.467 0.824
H: -2.037 -1.998 -0.474
H: -1.220 -1.893 1.036

Löwdin atomic charge list, values in e, 6 entries: -0.10 -0.09 -0.07 -0.07 -0.18 -0.18

=====

Among the records above, which one has the highest energy?
C7H8

=====

Which of these has the lowest energy?
C16H12AuClN2O8P2

=====

Which value of energy does entry 5 give?
-24820.4966 eV

=====

Look up the energy of the eighth one.
-19252.8813 eV